Entry from the Open Molecules 2025 dataset: C4H4Br2 as an isolated structure in a non-equilibrium geometry (ωB97M-V/def2-TZVPD).

Cartesian coordinates (Å):
H: -1.15700 0.94399 1.47291
C: -1.30807 0.57660 0.45793
H: -1.78371 1.34679 -0.14312
Br: 0.71914 -2.55903 -0.93129
C: 0.87396 0.62057 -1.00476
Br: 2.21608 -0.95647 1.42729
H: 1.51705 1.05687 -1.71108
C: 0.88537 -0.94709 0.06466
C: -0.01179 0.21692 -0.14464
H: -1.95104 -0.29916 0.51210

**Net charge**: 0
**LUMO energy**: 0.624 eV
**Energy**: -144294.2056 eV